Below is a 2-piece molecular cluster, C4H6FN2O overall, with properties calculated with ωB97M-V with the def2-TZVPD basis set.

The charge is +1.

```
14
Properties=species:S:1:pos:R:3:nbo_charge:R:1
C -1.5528 1.0435 0.0077 -0.14
C -1.6984 -0.2571 0.4094 0.56
C -0.1652 -0.2006 -1.1160 0.28
C 2.4346 -0.2867 1.0080 0.29
N -0.7809 -1.0060 -0.2747 -0.47
N -0.4628 1.0742 -0.8025 -0.46
O 1.2637 -0.6199 1.1447 -0.56
F -2.5239 -0.7127 1.2212 -0.22
H -1.9476 1.9632 0.2934 0.26
H 3.2920 -0.6436 1.6257 0.16
H 2.5454 0.4302 0.2133 0.11
H -0.9078 -1.9536 -0.2299 0.46
H -0.2983 1.6569 -1.6365 0.46
H 0.8020 -0.4880 -1.8637 0.28
```

***

Below is a single C4H6FNO molecule, with properties calculated with ωB97M-V with the def2-TZVPD basis set.

The SMILES is O=C1NC[C@@H]1CF.

```
13
Properties=species:S:1:pos:R:3:nbo_charge:R:1
O -0.7253 1.9125 -0.0347 -0.55
C -0.7938 0.7136 -0.0193 0.69
N -1.8079 -0.2315 0.1897 -0.63
C -1.0161 -1.3884 -0.1534 -0.21
C 0.1607 -0.4511 -0.4235 -0.37
C 1.4021 -0.5531 0.4281 0.06
F 2.3382 0.3253 -0.1074 -0.36
H -2.5505 -0.1393 0.8997 0.40
H -0.7764 -2.0667 0.6803 0.18
H -1.3765 -2.0603 -0.9664 0.20
H 0.4745 -0.4455 -1.4750 0.24
H 1.8711 -1.5489 0.3121 0.17
H 1.2538 -0.2729 1.4732 0.17
```

***

Below is a single C4H6FNO2 molecule, with properties calculated with ωB97M-V with the def2-TZVPD basis set.

The SMILES is NC(=O)[C@@]1(CF)CO1.

```
14
Properties=species:S:1:pos:R:3:nbo_charge:R:1
N 0.1269 1.9033 -0.7944 -0.84
C 0.7092 1.0363 0.1003 0.65
O 1.5062 1.3855 0.9089 -0.57
C -0.0389 -0.2599 -0.0694 0.09
C 0.9042 -1.5841 0.3986 0.05
F 1.7894 -2.0529 -0.5643 -0.35
C -1.4753 -0.2306 0.2274 -0.09
O -1.0205 -0.3793 -1.0766 -0.46
H -0.5759 1.6578 -1.4624 0.41
H 0.2110 2.8825 -0.6848 0.39
H 0.0945 -2.4643 0.5554 0.15
H 1.4137 -1.4672 1.3732 0.20
H -1.7550 -1.1361 0.6084 0.19
H -1.8896 0.7089 0.4795 0.20
```

***

Below is a single C4H6FNO3 molecule, with properties calculated with ωB97M-V with the def2-TZVPD basis set.

The SMILES is CC(=O)C[C@@H](F)[N+](=O)[O-].

```
15
Properties=species:S:1:pos:R:3:nbo_charge:R:1
C -0.7553 -1.2235 0.0220 -0.72
C 0.4784 -0.4616 -0.3662 0.60
O 1.4150 -0.9479 -0.9427 -0.53
C 0.4380 0.9953 0.0386 -0.55
C 1.8289 1.7715 -0.4696 0.29
F 1.5314 2.9100 -1.1246 -0.32
N 2.7061 2.1122 0.6913 0.51
O 2.5816 1.4418 1.6855 -0.38
O 3.4793 3.0146 0.5290 -0.34
H -1.6363 -0.7476 -0.4045 0.23
H -0.6871 -2.2480 -0.3309 0.24
H -0.8625 -1.2168 1.1049 0.24
H -0.3953 1.5168 -0.4244 0.25
H 0.3788 1.0862 1.1219 0.26
H 2.3735 1.0895 -1.1372 0.22
```

***

Below is a single C4H6FNOS molecule, with properties calculated with ωB97M-V with the def2-TZVPD basis set.

The SMILES is C=C(CF)N(S)C=O.

```
14
Properties=species:S:1:pos:R:3:nbo_charge:R:1
C -0.3642 -1.8692 -0.2883 -0.43
C -0.3502 -0.5742 -0.0273 0.13
C -1.6035 0.1663 0.3813 0.02
F -1.9740 1.1147 -0.5186 -0.35
N 0.8526 0.1717 -0.0452 -0.57
S 2.3518 -0.6615 -0.0888 0.15
C 0.8733 1.5383 -0.0856 0.50
O 1.9067 2.1774 -0.1041 -0.60
H 0.5264 -2.3930 -0.6089 0.22
H -1.3538 -2.3135 -0.1975 0.21
H -1.3777 0.5802 1.3701 0.17
H -2.4351 -0.5354 0.4710 0.19
H 3.0069 0.5100 -0.1306 0.18
H -0.0591 2.0883 -0.1275 0.17
```

***

Below is C4H6FeLiO2 as an isolated structure, with properties calculated with ωB97M-V with the def2-TZVPD basis set.

The spin multiplicity is 7. The expectation value of S² is 12.0095. The charge is +3.

```
14
Properties=species:S:1:pos:R:3:lowdin_spin:R:1
O 1.5707 -0.5896 0.4479 0.37
C 0.5562 -0.2756 0.8652 0.55
C -0.8147 -0.4326 1.2778 0.09
Li 1.9800 -0.6305 -1.5004 0.22
Fe 0.3631 -1.5230 -1.2818 4.42
H -0.8186 -0.8532 2.2871 0.00
H -1.2801 0.5557 1.3239 0.01
C -2.9183 -1.8992 0.6327 0.06
C -1.5415 -1.3912 0.1458 0.16
O -3.6448 -1.0400 1.3740 0.03
H -3.2328 -2.9501 0.6205 0.00
H -1.1433 -2.3555 -0.1980 0.04
H -1.6451 -0.7599 -0.7427 0.04
H -4.4837 -1.3622 1.7332 0.00
```

***

Below is a single C4H6I2 molecule, with properties calculated with ωB97M-V with the def2-TZVPD basis set.

The SMILES is C[C@]1(I)C[C@@H]1I.

```
12
Properties=species:S:1:pos:R:3:nbo_charge:R:1
C -0.7591 1.4182 0.2516 -0.63
C 0.0392 0.0777 0.4010 -0.02
I 0.1735 -0.4809 2.6082 0.00
C 1.2044 -0.5136 -0.3649 -0.48
C -0.0411 -1.2779 -0.3208 -0.27
I -1.2614 -1.2761 -2.1979 0.02
H -1.7470 1.1035 0.0641 0.23
H -0.2406 1.9302 -0.5686 0.22
H -0.7135 1.8691 1.1432 0.23
H 2.0452 -0.7547 0.1106 0.23
H 1.4978 0.0657 -1.2560 0.23
H -0.1975 -2.1612 0.1294 0.22
```

***

Below is C4H6I2O as an isolated structure, with properties calculated with ωB97M-V with the def2-TZVPD basis set.

```
13
Properties=species:S:1:pos:R:3:nbo_charge:R:1
C -1.2428 -0.3101 -1.3218 0.40
C -0.1639 0.5861 -1.7308 -0.70
C -0.7058 -1.3787 2.2400 -0.50
C -2.2678 0.1247 -0.3215 -0.49
O -1.3702 -1.4462 -1.8039 -0.52
I -3.6921 -1.3276 0.1817 0.29
I -2.6761 2.0939 -0.0309 0.30
H -0.5174 1.6066 -1.8191 0.23
H 0.1974 0.3444 -2.6617 0.24
H 0.5337 0.5517 -0.9121 0.24
H 0.2926 -1.7810 2.5213 0.18
H -1.6294 -1.3604 2.7796 0.17
H -0.8233 -0.8545 1.3039 0.15
```

***

Below is C4H6I2O as an isolated structure, with properties calculated with ωB97M-V with the def2-TZVPD basis set.

```
13
Properties=species:S:1:pos:R:3:nbo_charge:R:1
C 0.1261 -0.5338 0.8849 0.37
C -0.9204 0.2740 1.5639 -0.71
C -0.1581 -0.2512 -1.9888 -0.38
C 0.9656 0.1337 -0.0438 -0.48
O 0.2141 -1.7265 1.0581 -0.54
I 2.7985 -0.7763 -0.5023 0.23
I 1.1429 2.3046 -0.1756 0.16
H -0.3418 0.8733 2.3515 0.24
H -1.6356 -0.3092 2.1764 0.24
H -1.4643 0.8167 0.7895 0.23
H 0.5966 -0.9074 -2.2976 0.21
H -0.3103 0.7991 -2.3115 0.22
H -1.0133 -0.6972 -1.5047 0.20
```

***

Below is a single C4H6IN molecule, with properties calculated with ωB97M-V with the def2-TZVPD basis set.

The SMILES is IN1C[C@@H]2C[C@@H]21.

```
12
Properties=species:S:1:pos:R:3:nbo_charge:R:1
I 2.7993 0.0009 0.1069 0.20
N 0.9754 0.4926 -0.6093 -0.54
C 0.1753 1.2818 0.3255 -0.20
C -1.0285 0.1909 -0.0518 -0.19
C -0.5308 -1.1037 0.3827 -0.46
C 0.0685 -0.5262 -0.8888 -0.08
H -0.0203 2.2013 -0.0422 0.19
H 0.4923 1.2909 1.3008 0.19
H -1.9854 0.4112 -0.4366 0.22
H -0.0035 -1.0254 1.2788 0.21
H -1.1854 -1.9675 0.2535 0.22
H 0.2431 -1.2467 -1.6195 0.23
```

***

Below is a single C4H6INO molecule, with properties calculated with ωB97M-V with the def2-TZVPD basis set.

```
13
Properties=species:S:1:pos:R:3:nbo_charge:R:1
C 0.5279 -1.5850 0.0304 0.68
C 0.4017 -0.8260 -1.3499 -0.42
C -0.5962 0.3025 0.2260 0.16
C -0.0399 1.6081 0.4663 -0.73
N -0.2218 -0.7965 0.9034 -0.73
O 1.1686 -2.5644 0.2083 -0.55
I -2.7581 0.3135 -0.1608 0.04
H 1.3583 -0.4583 -1.6794 0.21
H -0.2225 -1.2584 -2.0750 0.22
H -0.2298 1.9892 1.5313 0.22
H -0.3768 2.2251 -0.3540 0.25
H 1.0592 1.6983 0.3208 0.23
H -0.0706 -0.6481 1.9326 0.40
```

***

Below is a 2-piece molecular cluster, C4H6INO overall, with properties calculated with ωB97M-V with the def2-TZVPD basis set.

The spin multiplicity is 3. The expectation value of S² is 2.0163.

```
13
Properties=species:S:1:pos:R:3:lowdin_spin:R:1
C 0.8149 0.1056 -0.0002 0.06
C -0.4265 -0.3333 0.0257 0.68
C -0.7810 -2.8765 -0.0546 0.53
C 1.2970 1.5393 -0.0022 0.02
N -2.0158 -3.0440 -0.3941 0.13
O 0.2437 -3.3844 0.1742 0.31
I -2.2948 0.5848 0.0157 0.22
H 1.5211 -0.6659 0.1405 0.01
H 0.8724 2.3920 -0.6065 0.00
H 2.4196 1.3528 -0.2435 0.00
H 1.1525 1.8983 0.9438 0.00
H -2.5492 -2.1582 -0.2124 0.01
H -2.3980 -3.7885 -0.8414 0.03
```

***

Below is an isolated ion of composition C4H6IO4 and charge -1, with properties calculated with ωB97M-V with the def2-TZVPD basis set.

The spin multiplicity is 3. The expectation value of S² is 2.0077. The charge is -1.

```
15
Properties=species:S:1:pos:R:3:lowdin_spin:R:1
C -1.4048 2.0274 0.0102 0.07
C 1.2827 -1.8473 0.9691 0.00
C 1.2348 -0.7298 -0.0927 0.00
C -0.6989 0.7462 -0.5382 0.39
O -1.4340 2.3870 1.1662 0.05
O -1.9317 2.6676 -0.9953 0.01
O -0.4948 0.8504 -1.7732 0.19
O 0.4743 0.4565 0.4293 0.11
I -2.3658 -0.7678 0.0696 1.17
H 1.2691 -1.3571 1.9216 0.00
H 0.4730 -2.6107 1.1374 0.00
H 2.2213 -2.2851 0.8224 0.00
H 0.7297 -1.1743 -1.0129 0.00
H 2.2524 -0.3789 -0.3393 0.00
H -1.6073 2.0158 -1.7743 0.00
```

***

Below is C4H6LiO2Tb as an isolated structure, with properties calculated with ωB97M-V with the def2-TZVPD basis set.

The spin multiplicity is 8. The expectation value of S² is 15.7801. The charge is +3.

```
14
Properties=species:S:1:pos:R:3:lowdin_spin:R:1
O -1.9001 1.2436 -0.7171 0.05
C -1.5672 0.2099 -1.1645 0.02
C -0.8146 -0.8612 -1.2505 0.00
Li -2.7691 2.6627 -2.0620 0.02
Tb -0.2122 2.1928 0.1723 6.84
H -1.0406 -1.7197 -0.6364 0.00
H -0.1319 -0.9810 -2.0774 0.00
C 1.0575 -0.3876 1.5577 0.00
C 1.3451 0.2495 0.2193 0.04
O 0.9402 -1.7375 1.5190 0.00
H 0.9648 0.0999 2.5227 0.00
H 1.6617 1.2927 0.2598 0.02
H 1.6194 -0.1632 -0.7467 0.00
H 0.8470 -2.1010 2.4039 0.00
```

***

Below is C4H6MgO2 as an isolated structure, with properties calculated with ωB97M-V with the def2-TZVPD basis set.

The charge is +2.

```
13
Properties=species:S:1:pos:R:3:nbo_charge:R:1
H 1.1517 -0.5596 1.6290 0.24
O 2.7188 0.2969 0.4863 -0.57
C 1.4701 -0.0235 0.7056 0.29
C 0.5447 -0.0989 -0.2999 -0.59
C -0.7813 -0.8079 -0.1512 -0.59
C -1.9928 0.0502 -0.2438 0.55
O -1.9454 1.2779 -0.2274 -0.73
Mg -0.1612 2.1504 -0.1591 1.77
H 2.7995 1.0615 -0.0980 0.50
H 0.9306 0.0304 -1.3211 0.27
H -0.8668 -1.3246 0.8219 0.31
H -0.8900 -1.6106 -0.8986 0.32
H -2.9780 -0.4420 -0.2437 0.23
```

***

Below is an isolated ion of composition C4H6N and charge +1, with properties calculated with ωB97M-V with the def2-TZVPD basis set.

The SMILES is C#[N+]C1CC1. The charge is +1.

```
11
Properties=species:S:1:pos:R:3:nbo_charge:R:1
C -0.2683 -0.6637 2.3151 0.42
N -0.4810 -0.4634 1.1550 -0.15
C -0.6150 -0.0707 -0.1274 -0.16
C 0.2033 1.0577 -0.7534 -0.35
C 0.5594 -0.3154 -1.0419 -0.35
H -0.0372 -1.1034 3.2132 0.28
H -1.6558 -0.1825 -0.6350 0.29
H 0.8424 1.7827 -0.1127 0.27
H -0.2948 1.4313 -1.5716 0.25
H 0.2578 -0.7120 -1.9414 0.25
H 1.4894 -0.7607 -0.5001 0.25
```

***

Below is C4H6N2 as an isolated structure, with properties calculated with ωB97M-V with the def2-TZVPD basis set.

```
12
Properties=species:S:1:pos:R:3:nbo_charge:R:1
C -1.7611 1.1023 0.0251 -0.19
C -1.9549 -0.2867 0.0720 0.00
C 0.4135 0.5850 -0.0238 0.45
C 1.7868 0.2437 -0.0125 -0.71
N -0.4995 1.4479 -0.0111 -0.41
N -0.8190 -0.9420 -0.0035 -0.69
H -2.4530 1.9262 -0.0165 0.21
H -2.9087 -0.7949 -0.1597 0.21
H 1.8700 -0.1160 1.0235 0.25
H 2.1331 -0.6049 -0.5035 0.25
H 2.3622 1.1441 -0.0634 0.26
H -0.5810 -1.7559 -0.4342 0.38
```

***

In order of appearance, E_tot = -440.306782; -385.853602; -461.052040; -536.250125; -784.018601; -1576.186332; -751.323729; -826.486176; -826.524381; -508.332024; -583.609099; -583.497028; -754.578687; -1137.171067; -505.891130; -210.386028; -265.422063 hartree.
In order of appearance, energy relative to the best compared isomer or geometry (same formula, charge and spin) = 0.0; 52.3; 214.7; 0.0; 161.4; 371.1; 70.6; 317.3; 217.0; 264.3; 290.0; 101.8; 53.3; 82.7; 0.0; 183.8; 298.0 kJ/mol.
In order of appearance, maximum force = 5.2; 2.1; 4.7; 3.3; 1.7; 7.7; 5.4; 3.0; 5.0; 5.9; 5.3; 3.9; 5.3; 6.5; 2.1; 8.7; 6.5 eV/Å.